The following is a quantum chemistry calculation of a single C20H24N2OS molecule, from the Open Molecules 2025 dataset.

Structure (XYZ):
```
48
Properties=species:S:1:pos:R:3:forces:R:3:lowdin_charge:R:1
O 0.089 1.811 -2.114 0.1 0.2 -0.3 0.062
C -0.454 1.126 -1.268 -0.2 -0.2 -0.1 -0.463
N 0.138 0.867 -0.074 0.3 0.1 0.1 -0.069
C -0.445 0.016 0.942 -0.4 0.0 0.2 -0.124
H 0.301 -0.120 1.726 0.0 0.0 -0.1 0.125
C -1.717 0.629 1.563 0.2 -0.2 0.1 -0.158
N -2.930 0.463 0.802 0.0 0.0 0.2 -0.182
C -2.889 1.077 -0.507 -0.1 0.0 -0.1 -0.157
C -1.831 0.531 -1.487 -0.1 0.2 0.0 -0.061
H -2.123 0.796 -2.504 0.1 0.0 0.0 0.123
H -1.783 -0.558 -1.423 0.0 -0.1 0.0 0.113
H -3.878 0.946 -0.952 0.1 0.1 0.0 0.120
H -2.722 2.149 -0.368 -0.1 0.0 -0.1 0.134
C -3.492 -0.876 0.815 0.0 0.1 0.0 -0.157
C -4.947 -0.843 0.425 0.0 -0.1 -0.1 -0.230
C -5.457 -1.715 -0.526 0.1 0.0 0.1 -0.046
C -6.799 -1.678 -0.865 -0.1 0.0 -0.1 -0.087
C -7.642 -0.763 -0.260 -0.1 0.0 -0.1 -0.094
C -7.139 0.114 0.688 0.0 0.1 0.1 -0.080
C -5.800 0.072 1.030 0.0 0.0 0.0 -0.041
H -5.397 0.756 1.761 0.0 0.1 0.1 0.114
H -7.793 0.831 1.161 -0.1 0.1 0.0 0.102
H -8.688 -0.731 -0.526 -0.1 0.0 0.0 0.100
H -7.185 -2.362 -1.606 0.0 0.0 -0.1 0.101
H -4.803 -2.430 -1.006 0.1 -0.1 0.0 0.109
H -3.412 -1.253 1.840 0.1 0.0 -0.1 0.132
H -2.959 -1.587 0.161 0.0 0.0 0.1 0.111
H -1.877 0.186 2.550 0.0 0.0 0.0 0.119
H -1.550 1.703 1.694 0.1 0.0 0.1 0.130
H -0.674 -0.972 0.528 0.1 0.0 0.1 0.123
C 1.433 1.456 0.193 0.3 0.2 -0.2 -0.235
C 2.561 0.488 -0.155 0.5 0.1 0.1 -0.449
H 2.607 0.345 -1.234 -0.1 -0.1 0.0 0.087
H 2.420 -0.470 0.351 -0.1 0.0 -0.1 0.082
S 4.138 1.201 0.428 -0.2 0.0 -0.1 0.957
C 5.312 -0.095 0.163 -0.3 0.2 0.0 -0.537
C 6.572 0.093 0.727 -0.1 0.0 0.0 -0.127
C 7.554 -0.863 0.565 0.0 0.0 0.0 -0.090
C 7.292 -2.018 -0.156 0.0 -0.1 0.0 -0.098
C 6.041 -2.201 -0.719 0.1 -0.1 0.0 -0.089
C 5.050 -1.246 -0.567 0.0 0.0 0.0 -0.102
H 4.088 -1.408 -1.026 -0.1 0.0 0.0 0.091
H 5.829 -3.094 -1.289 0.0 -0.1 0.0 0.103
H 8.058 -2.767 -0.281 0.1 -0.1 0.0 0.099
H 8.527 -0.709 1.007 0.1 0.0 0.0 0.103
H 6.764 0.994 1.289 0.1 0.1 0.1 0.098
H 1.525 2.352 -0.425 0.0 -0.1 0.2 0.122
H 1.492 1.741 1.247 0.0 0.0 0.0 0.118
```
Forces are in eV/Å.

Calculated values
**Frontier orbital gap**: 8.78 eV
**Total charge**: 0
**SMILES string**: O=C1CCN(Cc2ccccc2)CCN1CCSc1ccccc1

=====

The following is a quantum chemistry calculation of a single C20H24N4O3S molecule at a distorted geometry, from the Open Molecules 2025 dataset.

Structure (XYZ):
```
52
Properties=species:S:1:pos:R:3:forces:R:3:lowdin_charge:R:1
C -4.378 -0.402 5.566 -0.2 0.0 0.2 -0.012
C -4.313 0.995 6.125 -0.1 -0.3 0.0 -0.401
O -5.045 1.361 7.018 0.0 0.0 -0.1 0.084
C -3.308 1.916 5.526 0.3 0.7 0.0 -0.144
C -3.326 3.251 5.930 -0.1 -0.2 0.0 -0.021
C -2.422 4.150 5.399 0.0 0.0 0.0 -0.068
C -1.491 3.729 4.468 0.0 -0.2 0.0 -0.019
C -1.458 2.396 4.063 -0.2 0.1 0.2 -0.197
C -2.369 1.491 4.591 -0.2 -0.1 0.1 0.050
H -2.330 0.468 4.262 0.0 0.0 0.0 0.095
N -0.487 2.024 3.125 0.2 0.4 0.1 0.136
C -0.288 0.811 2.548 0.6 0.1 -0.2 -0.482
O -0.858 -0.211 2.846 -0.2 -0.2 0.1 0.089
C 0.807 0.828 1.476 -0.2 -0.2 0.1 -0.111
H 1.748 1.171 1.910 0.0 0.0 0.0 0.125
H 0.938 -0.204 1.144 0.0 0.1 0.1 0.122
C 0.440 1.702 0.271 0.3 0.0 -0.1 -0.474
C -1.000 1.427 -0.157 0.1 0.3 0.1 -0.490
O -1.960 1.720 0.511 -0.1 0.0 0.0 0.109
N -1.040 0.801 -1.356 -0.5 -0.3 -0.2 0.129
C 0.129 0.598 -2.063 1.1 0.2 -0.2 -0.592
N 0.144 0.024 -3.179 -1.5 -0.6 1.0 0.022
N 1.162 -0.059 -4.013 1.1 1.1 -1.1 0.052
C 2.049 -0.965 -4.022 -0.1 -0.2 0.6 -0.300
C 3.021 -0.931 -5.157 -0.1 0.1 -0.3 -0.137
H 4.029 -1.143 -4.797 0.1 0.0 0.0 0.118
C 2.636 -1.937 -6.251 0.3 -0.1 0.1 -0.191
H 3.139 -1.648 -7.176 -0.1 0.0 0.0 0.108
C 3.022 -3.376 -5.924 -0.3 0.0 -0.1 -0.217
H 4.108 -3.443 -5.817 0.1 0.0 0.0 0.112
H 2.739 -4.006 -6.772 0.1 0.0 0.0 0.107
C 2.364 -3.933 -4.663 0.4 -0.1 0.0 -0.201
C 2.885 -3.299 -3.372 -0.3 0.0 0.0 -0.201
H 2.780 -4.016 -2.553 0.1 0.0 0.0 0.110
H 3.950 -3.085 -3.475 0.1 0.0 0.0 0.109
C 2.128 -2.037 -2.970 0.0 -0.1 0.1 -0.140
H 1.104 -2.299 -2.683 0.0 0.0 0.1 0.119
H 2.603 -1.598 -2.085 -0.1 0.0 0.0 0.112
H 2.560 -5.007 -4.629 -0.1 0.0 0.0 0.107
H 1.282 -3.800 -4.725 -0.1 -0.1 0.0 0.118
H 1.560 -1.872 -6.424 0.0 0.0 -0.1 0.117
H 3.003 0.074 -5.580 0.0 0.0 0.1 0.114
S 1.501 1.318 -1.160 -0.2 0.0 -0.3 1.009
H -1.919 0.516 -1.766 0.0 0.0 0.1 0.171
H 0.553 2.764 0.501 -0.2 -0.1 0.0 0.113
H 0.062 2.797 2.776 -0.1 -0.2 0.0 0.141
H -0.785 4.434 4.051 0.1 0.1 0.0 0.110
H -2.440 5.185 5.708 0.0 0.1 0.0 0.106
H -4.059 3.560 6.659 0.0 0.0 0.1 0.115
H -4.540 -0.370 4.491 0.0 0.0 -0.1 0.091
H -3.441 -0.922 5.756 0.1 -0.1 -0.1 0.091
H -5.190 -0.944 6.044 0.0 0.0 0.0 0.084
```
Forces are in eV/Å.

Calculated values
**Frontier orbital gap**: 8.80 eV
**Total charge**: 0
**SMILES string**: CC(=O)c1cccc(NC(=O)C[C@H]2S/C(=N\N=C3CCCCCC3)NC2=O)c1

=====

The following is a quantum chemistry calculation of a single C20H24N6O molecule at a distorted geometry, from the Open Molecules 2025 dataset.

Structure (XYZ):
```
51
Properties=species:S:1:pos:R:3:forces:R:3:lowdin_charge:R:1
C -3.389 -3.427 2.364 0.1 0.2 0.0 -0.112
H -4.461 -3.455 2.541 -0.1 -0.1 0.0 0.073
C -2.933 -2.000 2.090 -0.2 -0.1 -0.2 -0.248
H -1.852 -1.990 1.921 0.1 0.1 0.0 0.102
H -3.145 -1.371 2.957 0.1 0.1 0.0 0.110
C -3.636 -1.421 0.864 0.0 -0.1 0.2 -0.194
N -3.199 -0.070 0.601 0.2 -0.4 0.1 0.075
C -4.043 0.951 0.373 0.3 0.5 0.0 -0.474
O -5.251 0.854 0.450 -0.5 0.0 -0.1 0.063
C -3.379 2.281 -0.007 -0.3 0.0 0.0 -0.211
C -2.970 2.253 -1.485 0.1 0.0 0.1 -0.120
H -3.820 1.942 -2.093 0.0 0.0 -0.1 0.129
C -1.805 1.300 -1.748 -0.3 -0.1 -0.7 -0.143
N -0.828 1.350 -0.663 0.0 -0.4 0.1 -0.073
C 0.230 0.496 -0.636 0.3 0.4 0.3 -0.182
C 1.511 0.815 -0.206 -0.2 0.1 0.0 0.060
C 2.525 -0.158 -0.181 -0.6 -0.4 -0.2 -0.216
N 2.323 -1.405 -0.573 0.8 0.1 0.3 0.189
C 1.114 -1.726 -0.974 -0.8 0.3 -0.2 -0.341
N 0.649 -2.900 -1.369 0.5 -0.5 0.0 0.137
C -0.641 -2.673 -1.612 0.2 0.4 0.2 -0.196
N -1.055 -1.438 -1.404 -1.1 0.0 -0.1 0.082
N 0.056 -0.801 -1.002 1.0 -0.7 -0.1 0.034
H -1.311 -3.439 -1.946 -0.2 -0.1 -0.1 0.109
C 3.889 0.170 0.250 0.5 0.1 0.2 -0.168
C 4.946 -0.607 -0.223 -0.1 0.1 0.0 -0.022
C 6.245 -0.327 0.155 0.1 0.0 0.0 -0.074
C 6.507 0.727 1.016 0.0 0.0 0.0 -0.085
C 5.462 1.493 1.504 0.1 0.1 0.1 -0.083
C 4.161 1.219 1.126 -0.1 -0.1 -0.1 -0.036
H 3.357 1.811 1.537 -0.1 0.0 0.0 0.105
H 5.662 2.306 2.186 0.0 0.0 0.1 0.103
H 7.523 0.947 1.311 0.1 0.0 0.0 0.102
H 7.056 -0.932 -0.221 0.1 0.0 0.0 0.104
H 4.722 -1.427 -0.886 0.0 -0.1 -0.1 0.110
H 1.748 1.832 0.052 0.0 0.1 0.0 0.101
C -0.847 2.570 0.111 0.0 0.3 0.4 -0.144
H -0.720 3.440 -0.544 0.1 0.0 0.0 0.133
C -2.176 2.661 0.874 0.2 0.1 -0.1 -0.110
H -2.137 2.004 1.745 0.1 0.1 0.0 0.117
H -2.288 3.681 1.242 0.0 0.0 0.0 0.118
H -0.029 2.563 0.831 0.0 0.0 -0.1 0.116
H -1.312 1.585 -2.690 0.0 -0.1 0.1 0.132
H -2.163 0.274 -1.857 0.1 0.3 0.0 0.092
H -2.702 3.267 -1.788 -0.1 0.0 0.0 0.116
H -4.169 3.030 0.105 0.1 -0.2 0.0 0.144
H -2.212 0.056 0.439 -0.1 0.1 0.0 0.102
H -3.425 -2.047 -0.010 -0.1 0.0 0.1 0.113
H -4.717 -1.381 1.020 0.1 -0.1 -0.1 0.123
H -3.164 -4.066 1.514 0.0 -0.1 -0.1 0.070
H -2.884 -3.827 3.239 0.0 -0.1 0.1 0.069
```
Forces are in eV/Å.

Calculated values
**Frontier orbital gap**: 8.66 eV
**Total charge**: 0
**SMILES string**: CCCNC(=O)C1CCN(c2cc(-c3ccccc3)nc3ncnn23)CC1

=====

The following is a quantum chemistry calculation of a molecular structure, C20H25BiN7O5S2 at a distorted geometry, from the Open Molecules 2025 dataset.

Structure (XYZ):
```
60
Properties=species:S:1:pos:R:3:forces:R:3:lowdin_charge:R:1
Bi 0.374 -0.027 -0.532 0.2 0.3 0.8 1.965
N 0.155 -3.979 -0.262 -0.2 -0.3 0.4 0.190
C 1.391 -3.489 -0.109 0.8 -0.2 0.5 -0.418
N 2.281 -4.130 0.662 -0.4 0.2 -0.4 0.181
C 3.517 -3.615 0.660 0.6 0.3 -0.3 -0.405
N 4.489 -4.257 1.351 -1.2 -0.9 0.4 0.176
N 3.895 -2.496 -0.025 -1.1 0.3 -0.1 0.165
C 2.900 -1.847 -0.674 1.6 -2.9 1.9 -0.333
N 1.669 -2.323 -0.771 -0.8 1.1 -0.1 0.063
C 3.328 -0.600 -1.287 1.9 1.9 -1.1 -0.232
C 4.726 -0.300 -1.320 -0.9 -0.8 -0.1 0.030
C 5.121 0.785 -2.082 -0.5 0.1 0.0 -0.017
C 4.155 1.608 -2.720 0.9 0.5 -0.1 -0.025
C 2.805 1.387 -2.505 1.0 -1.5 -0.5 -0.081
N 2.446 0.228 -1.855 -1.0 1.0 0.4 -0.033
H -0.168 -4.795 0.279 0.5 0.9 -0.6 0.141
H -0.484 -3.445 -0.844 0.0 -0.2 0.2 0.077
H 4.245 -5.073 1.927 0.0 0.8 -0.7 0.129
H 5.392 -3.868 1.521 0.2 0.5 -0.3 0.105
H 5.406 -1.021 -0.813 -0.5 1.0 -0.6 0.128
H 6.184 0.971 -2.167 -0.1 0.2 -0.2 0.118
H 4.495 2.439 -3.394 -0.5 -0.9 0.9 0.134
H 2.086 2.012 -3.059 -0.1 -0.6 0.9 0.120
S 0.112 -0.381 3.004 -0.4 -0.5 -0.4 0.898
C -0.696 1.054 3.622 0.3 0.0 0.3 -0.568
C -0.471 1.242 4.956 0.7 -0.3 1.4 -0.144
C -1.127 2.201 5.665 -0.7 1.5 1.1 -0.079
C -1.913 3.136 4.996 0.2 1.2 -0.5 -0.068
C -2.053 3.028 3.611 0.0 -0.4 0.5 -0.066
C -1.499 1.939 2.939 -1.1 -0.3 -1.3 -0.091
H 0.268 0.659 5.486 -0.1 -0.4 -0.1 0.105
H -1.004 2.291 6.752 0.1 -0.1 -0.5 0.119
H -2.297 4.078 5.463 0.2 -1.3 -0.1 0.124
H -2.644 3.771 3.100 -0.1 0.0 -0.3 0.104
H -1.786 1.705 1.895 0.4 0.5 0.7 0.090
C -4.837 -0.722 -1.608 0.0 0.3 0.0 -0.025
N -3.517 -1.209 -1.215 0.1 0.4 -0.4 -0.132
C -3.519 -1.742 0.153 -0.5 -0.1 -0.7 -0.006
C -2.439 -1.193 -2.022 0.2 -0.1 2.0 -0.455
C -2.603 -0.704 -3.405 0.7 0.1 -0.5 0.009
O -1.298 -1.545 -1.556 -1.4 -0.2 -0.7 -0.260
H -5.199 0.055 -0.910 0.3 -0.4 -0.2 0.114
H -5.495 -1.577 -1.588 -0.5 -0.2 0.1 0.092
H -4.866 -0.312 -2.610 0.2 0.1 0.0 0.084
H -3.700 -0.932 0.870 0.5 -0.1 -0.1 0.099
H -2.562 -2.262 0.282 -0.6 0.0 0.5 0.079
H -4.443 -2.375 0.214 1.1 0.0 0.1 0.108
H -3.431 -1.171 -3.879 -1.0 -0.1 -0.3 0.082
H -1.766 -1.039 -3.997 0.6 0.2 0.0 0.097
H -2.673 0.390 -3.449 -0.1 -0.3 0.1 0.095
O 2.270 1.095 2.163 -2.3 -1.3 0.3 -0.050
C 1.274 0.446 1.918 2.6 1.1 -2.5 -0.736
C -0.460 4.078 -1.711 0.0 0.2 -1.0 -0.119
S -1.215 2.463 -1.506 -1.5 1.2 0.4 0.451
O -0.878 2.046 -0.092 -0.2 -0.2 -0.7 -0.535
O -2.656 2.579 -1.797 2.5 -0.7 0.4 -0.316
O -0.402 1.567 -2.366 -0.3 -0.1 -0.2 -0.493
H -1.182 4.913 -1.738 0.1 -0.7 0.1 0.079
H 0.041 4.018 -2.702 -0.3 0.2 0.7 0.072
H 0.261 4.244 -0.917 0.1 -0.1 0.0 0.065
```
Forces are in eV/Å.

Calculated values
**Frontier orbital gap**: 6.05 eV
**Total charge**: +1

=====

The relative energy (zero: lowest compared OMol25 entry of this formula, charge and spin) results, record by record, are as follows: 0.416; 1.756; 0.000; 1.671 eV.